This record from OMol25 describes C3H6BeLiO5 as an isolated structure in a non-equilibrium geometry. The level of theory is the ωB97M-V functional and the def2-TZVPD basis.

The geometry in XYZ format:
```
16
Properties=species:S:1:pos:R:3:forces:R:3:lowdin_charge:R:1
H 2.450 1.281 0.253 0.445 0.065 -0.830 0.11
C 1.576 1.282 -0.433 -0.876 0.665 0.389 -0.41
C 0.889 -0.066 -0.263 1.356 -0.957 -0.063 -0.25
O -0.116 -0.021 0.725 -0.573 -2.082 -0.894 -0.07
Li 2.632 1.121 -3.143 -0.523 0.324 0.582 0.77
O 1.706 1.564 -1.774 1.589 -0.355 -0.515 -0.45
H 0.958 2.082 0.030 -0.232 -0.454 0.052 0.11
H 1.578 -0.901 -0.075 0.442 0.304 1.022 0.12
H 0.712 -0.441 -1.283 -1.752 0.639 -0.194 0.08
C -1.333 -0.877 0.393 0.682 2.012 2.791 -0.78
O -1.288 -1.999 -0.254 0.559 1.039 -1.219 -0.03
O -2.014 -0.782 1.594 -0.268 -0.748 -0.223 0.10
H -1.518 -1.298 2.239 0.001 -0.013 0.087 0.12
Be -1.593 -1.030 -1.602 0.202 -1.122 -0.105 0.39
O -1.971 0.057 -0.485 -0.028 2.975 0.938 -0.02
H -1.608 0.958 -0.070 -1.025 -2.293 -1.819 0.24
```
Positions in Å, forces in eV/Å.

* lowest unoccupied orbital energy (alpha / beta): -0.88 / -0.91 eV
* max |F|: 0.0682 hartree/bohr
* Kohn-Sham gap (alpha / beta): 5.35 / 7.58 eV
* molecular weight: 138.03 g/mol
* E_HOMO (alpha / beta): -6.227 / -8.492 eV
* multiplicity: 2

This record from OMol25 describes C3H6Br2O2 in the gas phase in a non-equilibrium geometry. The level of theory is the ωB97M-V functional and the def2-TZVPD basis.

The geometry in XYZ format:
```
13
Properties=species:S:1:pos:R:3:forces:R:3:lowdin_charge:R:1
C -0.286 1.603 -0.446 -1.856 -4.919 -2.538 -0.10
C -0.321 0.416 0.649 0.545 1.733 -1.710 -0.62
C 0.491 -0.753 0.104 1.112 0.190 -0.107 -1.03
O 0.372 -1.939 0.734 -0.194 -1.407 0.817 -0.11
O 0.384 -0.944 -1.267 -0.208 0.809 0.861 -0.01
Br -2.155 -0.384 0.796 0.390 0.908 0.338 0.73
Br 2.415 -0.301 0.632 -0.086 0.277 -0.442 0.69
H 0.609 1.638 -1.042 0.791 -0.406 0.277 0.06
H -0.427 2.521 -0.076 -0.852 3.296 1.775 0.02
H -1.086 1.379 -1.291 1.346 0.490 1.960 0.11
H 0.126 0.839 1.596 -1.097 -1.091 -0.766 0.10
H -0.544 -2.175 0.956 -0.045 0.434 -0.129 0.05
H 0.423 -1.900 -1.345 0.154 -0.315 -0.335 0.12
```
Positions in Å, forces in eV/Å.

* lowest unoccupied orbital energy: 0.36 eV
* max |F|: 0.1135 hartree/bohr
* Kohn-Sham gap: 10.54 eV
* structure (SMILES): C[C@@H](Br)C(O)(O)Br
* molecular weight: 233.89 g/mol
* E_HOMO: -10.184 eV

This record from OMol25 describes C3H6Br3OP as an isolated structure in a non-equilibrium geometry. The level of theory is the ωB97M-V functional and the def2-TZVPD basis.

The geometry in XYZ format:
```
14
Properties=species:S:1:pos:R:3:forces:R:3:lowdin_charge:R:1
C 0.451 -1.166 0.432 0.256 -0.324 0.195 -0.18
C -0.519 1.155 -0.676 0.164 -3.667 -0.007 -0.09
C -0.686 -0.625 -0.394 -0.880 4.000 0.138 -1.02
O -2.630 -2.110 1.037 -0.010 -0.589 0.142 -0.41
P -2.283 -0.787 0.551 0.272 0.465 -0.281 -0.14
Br -0.991 -1.574 -2.039 0.249 0.009 -0.116 0.71
Br -2.106 0.653 2.220 -0.001 -0.085 -0.110 0.42
Br -3.854 0.074 -0.724 0.096 0.025 0.139 0.40
H 0.120 -2.039 1.002 0.122 -0.004 -0.087 0.08
H 0.811 -0.412 1.136 -0.105 -0.039 -0.061 0.08
H 1.283 -1.474 -0.203 -0.058 0.104 -0.003 0.08
H -1.440 1.516 -1.112 -0.110 0.073 -0.010 0.01
H -0.282 1.610 0.274 -0.040 0.026 0.130 0.01
H 0.306 1.247 -1.375 0.046 0.007 -0.070 0.06
```
Positions in Å, forces in eV/Å.

* lowest unoccupied orbital energy: -0.02 eV
* max |F|: 0.0797 hartree/bohr
* Kohn-Sham gap: 10.39 eV
* molecular weight: 328.77 g/mol
* E_HOMO: -10.413 eV

This record from OMol25 describes C3H6BrCl3Si in the gas phase in a non-equilibrium geometry. The level of theory is the ωB97M-V functional and the def2-TZVPD basis.

The geometry in XYZ format:
```
14
Properties=species:S:1:pos:R:3:forces:R:3:lowdin_charge:R:1
C 0.220 -0.272 -1.541 2.199 1.957 -0.055 -0.17
C 0.300 0.126 0.956 -1.772 1.040 2.219 -0.32
C 0.948 -0.475 -0.246 3.229 0.448 1.362 -0.99
Si 2.963 0.472 -0.119 -3.263 -2.529 -0.710 -0.65
Cl 2.352 2.360 0.133 0.549 0.948 0.260 0.39
Cl 3.834 -0.527 1.419 0.291 0.623 -0.085 0.32
Cl 3.988 0.275 -1.858 0.175 0.060 0.126 0.32
Br 1.206 -2.372 0.260 -0.049 -0.086 -0.675 0.62
H 0.649 -0.900 -2.284 0.295 -0.298 -0.846 0.06
H 0.266 0.817 -1.851 0.387 -1.081 0.251 0.11
H -0.790 -0.439 -1.483 -2.633 -0.887 0.447 0.05
H 0.967 0.225 1.989 -1.715 -0.546 -2.821 0.11
H -0.740 -0.440 1.197 2.411 1.359 -0.377 0.12
H 0.062 1.179 0.609 -0.104 -1.008 0.901 0.04
```
Positions in Å, forces in eV/Å.

* lowest unoccupied orbital energy: 0.29 eV
* max |F|: 0.0815 hartree/bohr
* Kohn-Sham gap: 9.65 eV
* structure (SMILES): CC(C)(Br)[Si](Cl)(Cl)Cl
* molecular weight: 256.43 g/mol
* E_HOMO: -9.362 eV

This record from OMol25 describes an isolated ion of composition C3H6BrClN3 and charge +1 in a non-equilibrium geometry. The level of theory is the ωB97M-V functional and the def2-TZVPD basis.

The geometry in XYZ format:
```
14
Properties=species:S:1:pos:R:3:forces:R:3:lowdin_charge:R:1
C 1.915 0.322 1.201 -1.564 0.519 -1.077 -0.45
C -1.118 0.752 -0.110 -1.199 2.039 -0.127 -0.33
C -0.489 -1.439 -0.772 -0.216 -0.536 -0.346 0.00
N -1.028 2.001 -0.344 1.736 -1.286 0.390 -0.44
N -0.085 -0.187 -0.139 0.246 -0.654 0.282 -0.14
N 1.241 -0.145 0.172 0.942 0.108 0.547 0.05
Cl 1.206 1.304 2.347 0.102 -0.312 -0.198 0.85
Br -2.514 3.059 -0.343 -0.326 -0.212 0.109 0.73
H 2.983 0.154 1.218 0.011 -0.091 -0.021 0.12
H -2.077 0.242 0.017 0.094 -0.020 0.059 0.12
H -1.344 -1.856 -0.238 0.068 0.007 0.007 0.11
H -0.771 -1.280 -1.815 0.062 0.026 0.075 0.11
H 0.307 -2.179 -0.730 0.039 0.041 0.077 0.10
H 1.775 -0.748 -0.464 0.004 0.371 0.224 0.19
```
Positions in Å, forces in eV/Å.

* lowest unoccupied orbital energy: -5.22 eV
* max |F|: 0.0461 hartree/bohr
* Kohn-Sham gap: 7.93 eV
* structure (SMILES): CN(/C=N/Br)/[NH+]=C\Cl
* molecular weight: 199.46 g/mol
* total charge: +1
* E_HOMO: -13.158 eV

This record from OMol25 describes C3H6BrClOS in the gas phase in a non-equilibrium geometry. The level of theory is the ωB97M-V functional and the def2-TZVPD basis.

The geometry in XYZ format:
```
13
Properties=species:S:1:pos:R:3:forces:R:3:lowdin_charge:R:1
C 0.049 1.154 -0.378 2.245 1.445 1.455 -0.11
C 0.131 -2.191 1.994 -1.143 0.010 -0.745 -0.86
C -1.366 -0.009 1.046 0.932 -2.093 -0.710 -0.87
O -0.093 0.063 0.499 -1.669 0.592 0.689 -0.33
S -1.248 -1.147 2.495 -0.219 1.369 -0.560 0.80
Cl -0.501 -3.493 0.934 0.119 -0.546 -0.241 0.47
Br -2.590 -0.797 -0.463 0.296 0.439 0.804 0.51
H 0.957 0.881 -0.892 0.580 0.710 -0.118 0.10
H 0.081 2.180 0.153 0.303 -1.655 -0.517 0.13
H -0.664 1.246 -1.114 -2.144 -0.293 -1.487 0.03
H 0.345 -2.681 2.953 0.951 0.380 -0.552 0.03
H 0.846 -1.663 1.318 -0.160 -0.417 1.577 0.05
H -1.830 0.949 1.226 -0.091 0.060 0.407 0.06
```
Positions in Å, forces in eV/Å.

* lowest unoccupied orbital energy: 0.54 eV
* max |F|: 0.0591 hartree/bohr
* Kohn-Sham gap: 9.86 eV
* structure (SMILES): CO[C@@H](Br)SCCl
* molecular weight: 205.50 g/mol
* E_HOMO: -9.325 eV

This record from OMol25 describes C3H6BrCoO3 as an isolated structure in a non-equilibrium geometry. The level of theory is the ωB97M-V functional and the def2-TZVPD basis.

The geometry in XYZ format:
```
14
Properties=species:S:1:pos:R:3:forces:R:3:lowdin_charge:R:1
Co 1.558 -2.585 -3.792 0.320 -0.639 1.326 0.31
Br 2.093 -3.712 -1.644 -0.273 0.572 -1.380 -0.18
C 1.056 -1.325 0.994 0.811 -1.385 -1.070 -0.07
O -0.009 -0.445 1.166 -0.556 -0.660 2.070 0.03
C -0.219 0.599 0.444 4.096 0.390 -5.684 -0.66
O 0.458 0.927 -0.578 -1.477 -0.794 2.804 0.05
O -1.264 1.185 0.831 -3.627 2.419 1.810 0.05
C -1.779 2.331 0.126 -0.029 -0.033 -1.334 -0.01
H 0.941 -2.125 1.724 0.056 0.418 0.311 0.10
H 2.056 -0.892 1.022 -0.227 0.387 0.285 0.10
H 0.987 -1.849 0.041 -0.111 0.313 -0.181 0.00
H -2.287 1.996 -0.778 0.443 -0.302 -0.273 0.10
H -0.994 3.029 -0.163 0.069 -0.222 0.196 0.10
H -2.598 2.866 0.608 0.505 -0.465 1.121 0.09
```
Positions in Å, forces in eV/Å.

* lowest unoccupied orbital energy (alpha / beta): 0.39 / -2.57 eV
* max |F|: 0.1365 hartree/bohr
* Kohn-Sham gap (alpha / beta): 8.47 / 7.63 eV
* molecular weight: 228.92 g/mol
* E_HOMO (alpha / beta): -8.078 / -10.201 eV
* multiplicity: 5

This record from OMol25 describes an isolated ion of composition C3H6BrN2O and charge +1 in a non-equilibrium geometry. The level of theory is the ωB97M-V functional and the def2-TZVPD basis.

The geometry in XYZ format:
```
13
Properties=species:S:1:pos:R:3:forces:R:3:lowdin_charge:R:1
C 0.715 -0.419 -0.296 0.401 1.832 0.629 -0.20
C -2.451 -0.994 0.230 1.080 1.123 -0.255 -0.46
C 1.508 1.735 0.153 0.564 0.655 -0.093 -0.11
N 0.572 0.683 0.287 -1.253 -1.697 -0.019 -0.04
N -0.133 -1.522 -0.194 0.539 -1.105 -0.829 0.07
O -1.423 -1.736 0.165 -0.949 0.008 0.505 0.01
Br -2.519 0.812 -0.096 -0.136 -0.978 0.072 1.00
H 1.579 -0.699 -0.915 -0.152 -0.135 0.046 0.16
H -3.356 -1.526 0.515 0.175 -0.030 0.002 0.12
H 0.960 2.631 -0.150 0.213 0.013 -0.065 0.09
H 1.917 1.941 1.145 0.063 0.041 -0.120 0.10
H 2.317 1.525 -0.555 -0.007 0.091 0.045 0.09
H 0.314 -2.431 -0.289 -0.538 0.180 0.082 0.18
```
Positions in Å, forces in eV/Å.

* lowest unoccupied orbital energy (alpha / beta): -5.87 / -5.87 eV
* max |F|: 0.0410 hartree/bohr
* Kohn-Sham gap (alpha / beta): 8.11 / 8.11 eV
* molecular weight: 166.00 g/mol
* total charge: +1
* E_HOMO (alpha / beta): -13.980 / -13.980 eV

This record from OMol25 describes a 2-piece molecular cluster, C3H6BrNO2S overall in a non-equilibrium geometry. The level of theory is the ωB97M-V functional and the def2-TZVPD basis.

The geometry in XYZ format:
```
14
Properties=species:S:1:pos:R:3:forces:R:3:lowdin_charge:R:1
C -0.542 0.197 -1.628 2.773 1.863 0.255 -0.16
C -0.044 1.647 -1.539 0.681 0.006 1.246 0.00
C 0.159 0.951 -0.435 -0.823 -0.823 -2.107 -0.25
N 0.661 -0.743 1.791 -0.409 1.720 -0.365 -0.08
O 1.145 1.707 1.833 0.356 -0.327 -0.443 -0.29
O -1.150 0.884 1.727 -0.694 -0.582 -0.197 -0.28
S 0.209 0.757 1.318 1.057 1.175 0.742 0.54
Br 0.378 -2.851 -0.585 -1.817 0.370 0.271 0.36
H -1.536 -0.054 -1.438 -1.738 -0.129 -0.318 0.05
H 0.047 -0.402 -2.335 -0.336 -0.256 0.763 0.06
H -0.962 -2.217 -0.250 1.832 -0.871 -0.505 -0.16
H 0.203 2.610 -2.073 -0.748 -1.324 0.790 0.13
H -0.118 -1.321 1.946 -0.749 -0.895 0.153 0.03
H 1.551 -1.165 1.668 0.614 0.073 -0.286 0.06
```
Positions in Å, forces in eV/Å.

* lowest unoccupied orbital energy: 0.01 eV
* max |F|: 0.0652 hartree/bohr
* Kohn-Sham gap: 9.80 eV
* structure (SMILES): NS(=O)(=O)C1=CC1.Br
* molecular weight: 200.06 g/mol
* E_HOMO: -9.788 eV

This record from OMol25 describes a 2-piece molecular cluster, C3H6BrNO4 overall in a non-equilibrium geometry. The level of theory is the ωB97M-V functional and the def2-TZVPD basis.

The geometry in XYZ format:
```
15
Properties=species:S:1:pos:R:3:forces:R:3:lowdin_charge:R:1
C -1.793 1.766 -0.529 -1.799 -0.579 -5.141 -0.42
C 0.893 -1.417 1.009 1.096 -1.028 3.389 -0.11
C 1.029 -0.565 -0.045 -0.465 4.498 -5.750 -0.15
N 1.755 0.645 0.054 -1.268 -3.263 -0.343 -0.44
O 2.578 0.676 0.952 1.540 -0.350 2.834 0.03
O 1.689 1.466 -0.816 -0.791 2.335 -2.663 0.03
O 0.045 -2.376 0.853 -1.618 -0.764 -2.998 0.12
O 0.308 -0.672 -1.225 3.587 2.830 2.722 0.09
Br -2.539 -0.020 -0.950 0.012 0.116 0.291 0.58
H -1.472 1.784 0.406 0.263 0.360 4.517 -0.04
H -2.638 2.346 -0.954 0.964 0.310 1.188 0.02
H -0.886 1.926 -1.085 0.160 -0.178 -0.817 0.01
H 1.230 -1.120 1.969 0.365 0.163 0.698 0.13
H -0.133 -2.938 1.558 -0.185 -1.259 2.208 0.11
H -0.066 -1.502 -1.197 -1.861 -3.191 -0.134 0.04
```
Positions in Å, forces in eV/Å.

* lowest unoccupied orbital energy (alpha / beta): -0.06 / -2.67 eV
* max |F|: 0.1423 hartree/bohr
* Kohn-Sham gap (alpha / beta): 6.42 / 7.26 eV
* molecular weight: 199.99 g/mol
* E_HOMO (alpha / beta): -6.479 / -9.927 eV
* multiplicity: 3

This record from OMol25 describes C3H6BrO2P in the gas phase in a non-equilibrium geometry. The level of theory is the ωB97M-V functional and the def2-TZVPD basis.

The geometry in XYZ format:
```
13
Properties=species:S:1:pos:R:3:forces:R:3:lowdin_charge:R:1
C 0.130 -0.782 -0.098 1.181 0.441 0.690 -0.76
C -1.340 -1.319 1.559 0.792 -1.023 1.247 -0.08
C 0.646 2.007 -1.115 0.725 -1.576 0.483 -0.30
O 0.979 -1.403 0.491 -0.286 -0.034 -0.510 0.00
O -1.106 -0.642 0.370 -0.652 0.153 -1.834 -0.09
P 0.365 0.180 -1.694 -1.304 1.088 0.178 0.56
Br 2.322 -0.615 -2.180 0.714 0.160 -0.075 0.32
H -2.311 -1.080 1.913 -0.623 0.586 0.401 0.09
H -0.502 -1.067 2.176 -0.033 0.494 1.241 0.09
H -1.249 -2.406 1.562 -0.152 -0.179 -0.961 0.10
H -0.053 2.446 -0.433 -1.187 -0.440 0.366 0.02
H 0.548 2.577 -2.021 0.624 0.295 -0.361 0.01
H 1.571 2.104 -0.530 0.201 0.035 -0.865 0.04
```
Positions in Å, forces in eV/Å.

* lowest unoccupied orbital energy: 0.73 eV
* max |F|: 0.0380 hartree/bohr
* Kohn-Sham gap: 9.84 eV
* structure (SMILES): COC(=O)P(C)Br
* molecular weight: 184.96 g/mol
* E_HOMO: -9.102 eV

This record from OMol25 describes a 2-piece molecular cluster, C3H6Cl3N2 overall in a non-equilibrium geometry. The level of theory is the ωB97M-V functional and the def2-TZVPD basis.

The geometry in XYZ format:
```
14
Properties=species:S:1:pos:R:3:forces:R:3:lowdin_charge:R:1
C -1.335 -0.017 0.247 -2.635 0.361 1.477 -0.22
C 1.128 0.132 0.676 0.847 -1.578 -4.001 -0.02
C -3.286 -0.046 1.697 0.504 -0.406 -2.190 -1.49
N -1.499 0.148 -1.060 -0.003 -1.375 1.009 0.17
N -0.289 0.082 0.970 0.264 -0.161 1.259 -0.01
Cl -2.550 -0.622 3.132 -0.258 0.401 -0.333 0.69
Cl -4.527 -1.156 1.007 1.544 1.107 0.606 0.58
Cl -3.746 1.624 1.565 0.380 -0.989 0.351 0.65
H 1.753 0.335 1.507 0.168 0.497 0.752 0.09
H 1.335 0.748 -0.223 -0.199 0.678 1.060 0.10
H 1.501 -0.828 0.175 -0.754 0.556 1.319 0.13
H -2.181 -0.586 -1.315 0.372 0.963 -0.913 0.14
H -0.611 0.197 -1.549 -0.288 -0.116 -0.761 0.12
H -0.502 -0.061 1.948 0.058 0.062 0.364 0.08
```
Positions in Å, forces in eV/Å.

* lowest unoccupied orbital energy (alpha / beta): -5.49 / -5.49 eV
* max |F|: 0.0852 hartree/bohr
* Kohn-Sham gap (alpha / beta): 8.47 / 8.47 eV
* molecular weight: 176.45 g/mol
* total charge: +1
* E_HOMO (alpha / beta): -13.961 / -13.958 eV

max |F| of number 7 (C3H6BrCoO3)? 0.1365 hartree/bohr